No. 1
An isolated molecule of C5H14N2O in a non-equilibrium geometry, computed with ωB97M-V/def2-TZVPD.

```
22
C5H14N2O, DFT ωB97M-V/def2-TZVPD
N 0.16 -1.44 -3.10
C 0.08 -1.73 -1.64
C -0.82 -0.70 -0.93
C -1.01 -0.69 0.62
C 0.19 0.06 1.38
N 1.42 0.19 0.55
C -0.33 1.40 1.85
O 0.24 2.60 1.38
H -0.79 -1.18 -3.38
H 0.70 -0.61 -3.11
H -0.42 -2.80 -1.65
H 1.08 -1.89 -1.27
H -1.91 -0.84 -1.16
H -0.52 0.35 -1.12
H -1.13 -1.80 0.80
H -1.82 0.09 0.92
H 0.47 -0.61 2.28
H 2.14 0.85 1.01
H 1.13 0.67 -0.31
H -0.35 1.46 2.96
H -1.35 1.51 1.47
H 1.10 2.65 1.67
```

The value obtained for the energy above the lowest of the compared OMol25 structures with the same formula, charge and spin is 329.0 kJ/mol. The value obtained for the electronic energy is -10437.61794 eV. The SMILES is NCCC[C@@H](N)CO.

Atom charges from the Mulliken analysis, given in e for atoms 1 to 8:
1. N -0.670
2. C -0.450
3. C -0.722
4. C -0.632
5. C 0.174
6. N -0.649
7. C -0.605
8. O -0.514

---

No. 2
A cluster of 3 separate species, C5H14N2O in total in a non-equilibrium geometry, computed with ωB97M-V/def2-TZVPD.

```
22
C5H14N2O, DFT ωB97M-V/def2-TZVPD
H -2.47 0.30 -3.00
N -1.83 0.56 -2.22
N -2.43 1.03 -1.28
H -2.00 0.66 -0.21
C 2.18 -0.23 1.50
C 1.07 0.09 0.49
C 0.95 -1.02 -0.55
C 1.34 1.44 -0.18
H 1.97 -1.18 2.01
H 3.14 -0.32 1.00
H 2.26 0.55 2.26
H 0.12 0.16 1.04
H 0.15 -0.80 -1.26
H 1.88 -1.11 -1.11
H 0.74 -1.98 -0.08
H 0.57 1.66 -0.92
H 1.36 2.25 0.55
H 2.30 1.42 -0.70
C -2.74 -0.75 0.62
O -3.71 -0.77 -0.16
H -1.99 -1.55 0.56
H -2.87 -0.40 1.66
```

The value obtained for the energy above the lowest of the compared OMol25 structures with the same formula, charge and spin is 522.4 kJ/mol. The value obtained for the electronic energy is -10435.61394 eV. The SMILES is [H]/N=N/[H].CC(C)C.C=O.

Atom charges from the Mulliken analysis, given in e for atoms 1 to 8:
1. H 0.250
2. N -0.142
3. N -0.260
4. H 0.228
5. C -1.579
6. C 1.172
7. C -1.302
8. C -1.398

---

No. 3
An isolated molecule of C5H14N2O in a non-equilibrium geometry, computed with ωB97M-V/def2-TZVPD.

```
22
C5H14N2O, DFT ωB97M-V/def2-TZVPD
C -0.57 0.77 1.20
C -0.84 -0.05 -0.07
C -0.95 -1.55 0.28
C -2.14 0.42 -0.74
N 0.23 0.22 -1.06
N 1.53 -0.22 -0.66
C 2.60 0.76 0.19
O 2.77 -0.06 1.20
H -1.40 0.64 1.90
H 0.35 0.46 1.69
H -0.50 1.83 0.95
H -1.10 -2.15 -0.62
H -0.05 -1.90 0.79
H -1.79 -1.72 0.95
H -2.36 -0.16 -1.63
H -2.06 1.47 -1.02
H -2.98 0.31 -0.05
H -0.01 -0.24 -1.93
H 1.78 -0.84 0.28
H 2.03 -0.59 -1.47
H 2.01 1.68 0.32
H 3.45 0.93 -0.50
```

The value obtained for the energy above the lowest of the compared OMol25 structures with the same formula, charge and spin is 380.4 kJ/mol. The value obtained for the electronic energy is -10437.08553 eV. The SMILES is CC(C)(C)N[NH2+]C[O-].

Atom charges from the Mulliken analysis, given in e for atoms 1 to 8:
1. C -1.657
2. C 1.544
3. C -1.566
4. C -1.738
5. N -0.446
6. N -0.172
7. C -0.231
8. O -0.772

---

No. 4
A structure of composition C5H14N2O in a non-equilibrium geometry, computed with ωB97M-V/def2-TZVPD.

```
22
C5H14N2O, DFT ωB97M-V/def2-TZVPD
C 1.33 0.38 -0.18
C 0.64 1.48 0.40
C -1.24 -0.94 -0.16
C 1.77 0.39 -1.60
C -0.54 -2.17 0.37
N -1.03 0.62 0.71
N -2.17 1.49 0.77
O 1.98 -0.48 0.71
H 2.78 -0.05 1.06
H -0.85 0.31 1.67
H -2.99 0.96 1.07
H -2.36 1.77 -0.19
H 1.05 1.92 1.32
H 0.40 2.28 -0.29
H -1.08 -0.74 -1.21
H -2.32 -1.03 0.00
H 2.19 -0.56 -1.93
H 2.51 1.19 -1.76
H 0.91 0.63 -2.22
H -0.30 -2.07 1.43
H -1.12 -3.08 0.18
H 0.42 -2.29 -0.13
```

The value obtained for the energy above the lowest of the compared OMol25 structures with the same formula, charge and spin is 640.6 kJ/mol. The value obtained for the electronic energy is -10434.38829 eV.

Atom charges from the Mulliken analysis, given in e for atoms 1 to 8:
1. C 0.461
2. C -0.551
3. C -0.395
4. C -1.390
5. C -0.915
6. N -0.100
7. N -0.753
8. O -0.531

---

No. 5
The ion C5H14N2O with charge +1 in a non-equilibrium geometry, computed with ωB97M-V/def2-TZVPD.

```
22
C5H14N2O, DFT ωB97M-V/def2-TZVPD
C 2.85 0.88 -0.65
N 1.91 -0.03 0.08
C 0.49 0.19 -0.01
C -0.11 -1.37 0.06
C -1.64 -1.42 0.19
N -2.48 -1.64 -1.04
C -0.34 0.95 1.05
O -0.66 2.14 0.35
H 3.64 0.39 -1.08
H 2.34 1.40 -1.58
H 3.39 1.63 -0.03
H 2.29 -0.14 1.04
H 0.21 0.65 -1.01
H 0.22 -1.84 -0.84
H 0.21 -1.95 0.90
H -1.91 -2.34 0.78
H -2.05 -0.55 0.88
H -3.16 -0.86 -1.21
H -2.05 -1.62 -1.90
H -1.28 0.48 1.35
H 0.13 1.14 2.01
H -0.24 2.89 0.77
```

Its multiplicity is 2. The value obtained for the energy above the lowest of the compared OMol25 structures with the same formula, charge and spin is 325.6 kJ/mol. As for the total charge: +1. The value obtained for the electronic energy is -10428.80711 eV.

Atom charges from the Mulliken analysis, given in e for atoms 1 to 8:
1. C -0.764
2. N -0.022
3. C 0.177
4. C -0.872
5. C -0.356
6. N -0.577
7. C -0.546
8. O -0.514

---

No. 6
A cluster of 2 separate species, C5H14N2O in total in a non-equilibrium geometry, computed with ωB97M-V/def2-TZVPD.

```
22
C5H14N2O, DFT ωB97M-V/def2-TZVPD
C 1.16 0.70 -0.75
C 0.48 -0.64 -0.27
C -0.43 -0.45 0.90
C -0.39 -1.07 2.07
N -1.53 -0.90 2.94
C -1.56 -1.06 4.20
N 1.60 0.66 -2.19
H 0.49 1.54 -0.58
H 2.02 0.87 -0.10
H -0.04 -0.96 -1.18
H 1.35 -1.28 -0.13
H -1.10 0.37 0.65
H 0.22 -1.94 2.27
H -2.39 -0.62 2.49
H -2.49 -0.99 4.75
H -0.70 -1.39 4.77
H 0.81 1.16 -2.68
H 2.43 1.21 -2.36
H 1.73 -0.28 -2.58
H -0.35 2.42 -4.39
H -0.89 0.95 -4.09
O -0.42 1.71 -3.75
```

The value obtained for the energy above the lowest of the compared OMol25 structures with the same formula, charge and spin is 38.3 kJ/mol. As for the total charge: +2. The value obtained for the electronic energy is -10422.62411 eV.

Atom charges from the Mulliken analysis, given in e for atoms 1 to 8:
1. C -0.620
2. C -0.629
3. C -0.413
4. C -0.152
5. N 0.009
6. C -0.086
7. N -0.176
8. H 0.401